[1]
Here is an isolated molecule of CBr2F2N2O2 from the OMol25 dataset. Energies are from wB97M-V/def2-TZVPD.

Calculated values
E_LUMO = -0.37 eV
Total charge = 0
E_HOMO = -10.524 eV
SMILES = O=[N+]([O-])N(F)C(F)(Br)Br
Kohn-Sham gap = 10.2 eV
Largest force on an atom = 5.31 eV/Å
ΔE to the lowest compared entry with this formula, charge and spin = 0.00 kcal per mole

Each line ends with the Mulliken charge.
Element x y z (Å)
Br: -1.958 -1.267 0.058  -0.041
F: -0.995 0.611 1.685  -0.125
N: 1.544 -0.745 -0.021  1.120
F: 0.355 0.733 -1.581  -0.199
N: 0.373 0.321 -0.244  -0.073
O: 1.386 -1.167 1.061  -0.489
C: -1.067 0.415 0.368  0.324
O: 2.304 -0.848 -0.868  -0.497
Br: -1.942 1.947 -0.457  -0.020

Atomic forces in eV per Å
Br -0.3442 0.0173 -0.0259
F 0.4435 0.0044 -0.5050
N -4.8670 1.8342 1.0807
F 0.0683 -0.8322 0.8019
N 0.0736 1.8561 -0.0370
O 0.7221 -1.1845 1.5007
C 1.7325 -0.8871 -1.0987
O 1.9693 -0.2495 -2.0658
Br 0.2019 -0.5586 0.3492


[2]
Here is a cluster of 2 separate species, CBr2F2N2O2 in total from the OMol25 dataset. Energies are from wB97M-V/def2-TZVPD.

Calculated values
E_LUMO = -1.30 eV
Total charge = 0
E_HOMO = -10.046 eV
Kohn-Sham gap = 8.7 eV
Largest force on an atom = 2.24 eV/Å
ΔE to the lowest compared entry with this formula, charge and spin = 66.97 kcal per mole

Each line ends with the Mulliken charge.
Element x y z (Å)
Br: -3.680 1.633 0.888  -0.015
N: 0.114 0.326 -0.667  0.987
Br: -3.888 0.071 -0.760  -0.016
C: 1.135 0.301 0.371  -0.026
F: 1.888 -2.015 0.124  -0.237
O: -1.054 0.234 -0.408  -0.413
O: 0.633 0.630 -1.705  -0.497
N: 1.904 -0.602 0.657  0.320
F: 2.945 -0.579 1.500  -0.103

Atomic forces in eV per Å
Br -0.0167 -0.0328 -0.0393
N 0.9230 0.0158 1.0239
Br -0.5319 0.0080 -0.0041
C -0.1486 0.5818 0.6084
F 0.3034 1.7664 0.8053
O 0.5158 -0.3383 0.2607
O 0.0555 0.0394 -1.2268
N -0.6573 -1.8513 -1.0803
F -0.4430 -0.1889 -0.3478


[3]
Here is a cluster of 2 separate species, CBrCl2NO2 in total from the OMol25 dataset. Energies are from wB97M-V/def2-TZVPD.

Calculated values
E_LUMO (alpha / beta) = -3.70 / -2.31 eV
Total charge = 0
E_HOMO (alpha / beta) = -9.585 / -11.406 eV
Kohn-Sham gap (alpha / beta) = 5.9 / 9.1 eV
Largest force on an atom = 2.04 eV/Å
ΔE to the lowest compared entry with this formula, charge and spin = 67.04 kcal per mole

Each line ends with the Mulliken charge.
Element x y z (Å)
O: -0.318 -1.442 -0.435  -0.523
Cl: 1.347 0.380 0.894  -0.003
Br: -1.042 2.234 0.029  0.058
O: -2.245 -0.493 -0.317  -0.527
Cl: 3.578 -0.822 -0.316  -0.111
C: -0.269 0.658 0.343  0.226
N: -1.051 -0.515 -0.199  0.879

Atomic forces in eV per Å
O 0.0981 -0.9929 -0.3937
Cl -1.6804 0.2950 -0.5527
Br -0.0974 1.1791 -0.0019
O -0.3580 0.7177 0.0159
Cl -0.0879 0.0858 -0.0280
C 0.2717 -1.3492 0.1067
N 1.8540 0.0645 0.8537


[4]
Here is a cluster of 2 separate species, CBrClF2O in total from the OMol25 dataset. Energies are from wB97M-V/def2-TZVPD.

Calculated values
E_LUMO = -1.32 eV
Total charge = 0
E_HOMO = -11.396 eV
SMILES = O=C(F)Br.FCl
Kohn-Sham gap = 10.1 eV
Largest force on an atom = 1.32 eV/Å
ΔE to the lowest compared entry with this formula, charge and spin = 0.18 kcal per mole

Each line ends with the Mulliken charge.
Element x y z (Å)
C: -0.463 0.240 -0.990  0.536
F: 0.846 -0.031 -1.158  -0.140
O: -1.352 -0.515 -0.882  -0.313
F: 1.638 -0.669 2.052  -0.178
Br: -0.712 2.133 -0.977  -0.077
Cl: 0.042 -1.158 1.955  0.173

Atomic forces in eV per Å
C 0.0625 0.6766 -0.1616
F -1.1170 -0.2040 0.1804
O 0.7933 -0.2819 -0.1337
F -1.2087 -0.3759 -0.0466
Br 0.2042 -0.1767 0.0169
Cl 1.2657 0.3619 0.1446


[5]
Here is an isolated molecule of CBrClN2O4 from the OMol25 dataset. Energies are from wB97M-V/def2-TZVPD.

Calculated values
E_LUMO = -2.14 eV
Total charge = 0
E_HOMO = -9.965 eV
SMILES = O=[N+]([O-])/C(Br)=[N+](\[O-])OCl
Kohn-Sham gap = 7.8 eV
Largest force on an atom = 7.72 eV/Å
ΔE to the lowest compared entry with this formula, charge and spin = 69.45 kcal per mole

Each line ends with the Mulliken charge.
Element x y z (Å)
N: -0.365 -0.223 0.746  0.762
N: 0.343 0.294 -1.568  0.873
O: 1.155 0.433 -2.453  -0.558
Cl: -1.166 -1.555 2.512  0.082
C: 0.650 -0.207 -0.184  0.088
O: -1.495 0.356 0.716  -0.513
O: -0.827 0.384 -1.831  -0.503
O: 0.204 -0.693 1.801  -0.253
Br: 2.328 -0.915 -0.040  0.023

Atomic forces in eV per Å
N 0.7644 4.2011 -6.4340
N -1.3279 -0.5995 -0.9747
O 1.9584 -0.0232 1.2505
Cl 1.0445 -0.3595 0.9067
C -2.0743 0.7280 -1.0061
O 2.7358 -1.7666 0.3832
O -1.5158 0.2644 0.8608
O -1.8619 -2.1946 4.6662
Br 0.2768 -0.2501 0.3474


[6]
Here is a cluster of 2 separate species, CBrF2NO in total from the OMol25 dataset. Energies are from wB97M-V/def2-TZVPD.

Calculated values
E_LUMO = -2.05 eV
Total charge = 0
E_HOMO = -9.953 eV
SMILES = [O-][N+]#CF.FBr
Kohn-Sham gap = 7.9 eV
Largest force on an atom = 1.73 eV/Å
ΔE to the lowest compared entry with this formula, charge and spin = 33.14 kcal per mole

Each line ends with the Mulliken charge.
Element x y z (Å)
F: -2.401 -0.709 1.169  -0.305
O: 0.235 1.732 -0.170  -0.580
Br: -3.192 0.277 -0.165  0.286
N: 0.197 0.522 -0.249  0.506
F: 0.033 -1.833 -0.182  -0.171
C: -0.179 -0.580 -0.043  0.263

Atomic forces in eV per Å
F -0.9844 0.8591 -1.1353
O 0.2235 -0.2525 -0.4131
Br 0.6108 -0.8724 1.2665
N -0.6988 -0.6820 0.8612
F 0.0896 -0.3471 -0.1144
C 0.7592 1.2950 -0.4650


[7]
Here is a cluster of 2 separate species, CCl2FO3S in total from the OMol25 dataset. Energies are from wB97M-V/def2-TZVPD.

Calculated values
E_LUMO (alpha / beta) = 3.29 / 2.70 eV
Total charge = -1
E_HOMO (alpha / beta) = -3.220 / -5.611 eV
2S+1 = 3
Expectation value of S² = 2.01
Kohn-Sham gap (alpha / beta) = 6.5 / 8.3 eV
Largest force on an atom = 2.71 eV/Å
ΔE to the lowest compared entry with this formula, charge and spin = 0.00 kcal per mole

Each line ends with the Mulliken spin population.
Element x y z (Å)
Cl: 2.864 0.817 0.786  0.070
O: -2.031 -0.913 1.131  0.165
F: 1.751 0.326 -1.430  0.027
O: -2.175 0.349 -0.967  0.160
C: 1.648 -0.009 -0.130  0.755
Cl: 1.710 -1.729 0.059  0.071
S: -1.666 0.316 0.411  0.594
O: -0.204 0.708 0.538  0.158

Atomic forces in eV per Å
Cl 0.1811 0.2856 0.2379
O 0.3099 0.0980 0.1732
F -0.2515 -0.0243 0.3439
O 0.2198 0.1947 -0.0927
C 1.6158 -0.6069 -1.0189
Cl -0.1302 -0.2310 -0.0078
S 0.7509 0.2049 0.0579
O -2.6958 0.0790 0.3066


[8]
Here is a cluster of 2 separate species, CCl3F3Si in total from the OMol25 dataset. Energies are from wB97M-V/def2-TZVPD.

Calculated values
E_LUMO = -1.17 eV
Total charge = 0
E_HOMO = -9.791 eV
Kohn-Sham gap = 8.6 eV
Largest force on an atom = 2.11 eV/Å
ΔE to the lowest compared entry with this formula, charge and spin = 32.51 kcal per mole

Each line ends with the Mulliken charge.
Element x y z (Å)
F: 0.976 -1.105 0.696  -0.223
Si: 1.812 0.014 -0.088  0.849
Cl: -3.956 0.967 -0.323  -0.059
F: 3.300 -0.465 0.210  -0.228
Cl: 1.384 1.927 0.309  -0.160
F: 1.527 -0.309 -1.618  -0.236
C: -2.598 0.317 0.536  0.056
Cl: -2.445 -1.347 0.278  0.001

Atomic forces in eV per Å
F 0.0470 1.1259 -0.1307
Si 0.0387 -2.0893 -0.2969
Cl 0.3387 -0.3840 0.1779
F -0.3505 0.8593 -0.0973
Cl 0.1301 -0.3733 0.1127
F 0.1091 0.4766 0.4251
C -0.1304 0.4973 -0.0484
Cl -0.1827 -0.1124 -0.1424


[9]
Here is an isolated molecule of CCl3FOS from the OMol25 dataset. Energies are from wB97M-V/def2-TZVPD.

Calculated values
E_LUMO = 0.06 eV
Total charge = 0
E_HOMO = -10.228 eV
Kohn-Sham gap = 10.3 eV
Largest force on an atom = 1.98 eV/Å
ΔE to the lowest compared entry with this formula, charge and spin = 0.00 kcal per mole

Each line ends with the Mulliken charge.
Element x y z (Å)
C: -0.779 -0.248 -0.105  0.354
O: 1.236 1.777 0.018  -0.434
Cl: 2.224 -0.730 -0.021  -0.125
S: 0.930 0.583 0.750  0.564
Cl: -2.046 0.744 0.526  -0.094
Cl: -0.874 -1.984 0.310  -0.096
F: -0.691 -0.140 -1.478  -0.170

Atomic forces in eV per Å
C 1.7828 -0.1935 -0.8304
O -0.4296 1.1345 -0.2078
Cl 0.5191 -1.0500 -0.1725
S -1.4214 -0.8518 -0.3186
Cl -0.2004 -0.1101 -0.0646
Cl -0.1364 1.0146 -0.0496
F -0.1142 0.0563 1.6434


[10]
Here is a cluster of 2 separate species, CCl4O2P in total from the OMol25 dataset. Energies are from wB97M-V/def2-TZVPD.

Calculated values
E_LUMO (alpha / beta) = -0.04 / -0.05 eV
Total charge = -1
E_HOMO (alpha / beta) = -4.641 / -4.639 eV
Kohn-Sham gap (alpha / beta) = 4.6 / 4.6 eV
Largest force on an atom = 4.43 eV/Å
ΔE to the lowest compared entry with this formula, charge and spin = 58.34 kcal per mole

Each line ends with the Mulliken charge.
Element x y z (Å)
Cl: -0.289 1.838 1.192  -0.001
Cl: 0.559 -1.081 4.872  -0.866
Cl: 0.415 -0.835 1.768  0.103
C: -0.358 0.211 0.681  0.235
O: -0.714 -1.580 -1.305  -0.640
Cl: -1.662 0.980 -1.846  -0.210
P: -0.324 -0.161 -1.157  0.965
O: 1.039 0.366 -1.460  -0.585

Atomic forces in eV per Å
Cl -0.5678 -0.6455 -0.1402
Cl -0.0458 -0.0350 -0.2290
Cl -1.3575 1.0299 -0.9663
C 2.7326 0.1565 1.5223
O 0.0053 0.6621 0.1244
Cl -2.5725 2.2917 -1.2399
P 2.7113 -3.4889 0.3037
O -0.9055 0.0292 0.6250


[11]
Here is a cluster of 2 separate species, CCl4O2P in total from the OMol25 dataset. Energies are from wB97M-V/def2-TZVPD.

Calculated values
E_LUMO (alpha / beta) = 2.93 / 2.95 eV
Total charge = -1
E_HOMO (alpha / beta) = -4.736 / -4.591 eV
Kohn-Sham gap (alpha / beta) = 7.7 / 7.5 eV
Largest force on an atom = 5.16 eV/Å
ΔE to the lowest compared entry with this formula, charge and spin = 147.98 kcal per mole

Each line ends with the Mulliken charge.
Element x y z (Å)
Cl: 1.454 1.299 -0.123  -0.081
O: -0.797 1.628 1.794  -0.636
C: 0.746 -0.194 0.017  0.203
Cl: 1.423 -1.282 -1.206  -0.168
P: -1.071 -0.077 -0.146  0.590
O: -1.617 -1.435 -0.078  -0.557
Cl: 1.068 -0.922 1.579  -0.125
Cl: -1.206 0.982 -1.838  -0.228

Atomic forces in eV per Å
Cl 1.5024 2.5228 -0.1601
O -0.8711 -2.0224 -2.3666
C 0.0664 -1.6934 -0.0249
Cl 0.2402 -0.6407 -0.7639
P 0.1895 2.5321 4.4966
O -0.8011 -0.6200 -0.6234
Cl 0.0909 -0.2844 0.6571
Cl -0.4173 0.2060 -1.2147


[12]
Here is the ion CClF2O2S with charge -1 from the OMol25 dataset. Energies are from wB97M-V/def2-TZVPD.

Calculated values
E_LUMO (alpha / beta) = 3.43 / 3.43 eV
Total charge = -1
E_HOMO (alpha / beta) = -3.681 / -3.682 eV
Kohn-Sham gap (alpha / beta) = 7.1 / 7.1 eV
Largest force on an atom = 2.86 eV/Å
ΔE to the lowest compared entry with this formula, charge and spin = 39.32 kcal per mole

Each line ends with the Mulliken charge.
Element x y z (Å)
C: -1.975 0.385 -0.195  -0.118
O: 2.946 0.932 0.026  -0.452
O: 2.388 -1.377 -0.445  -0.484
S: 2.150 -0.187 0.397  0.635
F: -2.225 0.500 1.167  -0.189
Cl: -0.060 0.706 -0.493  -0.213
F: -2.280 -0.945 -0.378  -0.178

Atomic forces in eV per Å
C -2.6737 0.4175 -0.0956
O 0.8523 1.4345 -0.1871
O -0.4727 1.2046 1.1085
S 0.0123 -2.7549 -0.7825
F 0.7893 0.0302 -0.1326
Cl 0.6013 -0.2947 0.1583
F 0.8911 -0.0372 -0.0690